Below is a molecular structure, C24H44N2OP2PbSi, with properties calculated with ωB97M-V/def2-TZVPD.

Calculated values
Calculated total energy = -62327.4298 eV
Highest occupied orbital energy (spin up / spin down) = -6.475 / -6.467 eV
Kohn-Sham gap (spin up / spin down) = 4.85 / 4.82 eV
Multiplicity = 1
Energy relative to the best compared isomer or geometry (same formula, charge and spin) = 45.6 kcal/mol

Each line ends with the Mulliken charge.
Geometry (Å):
Pb1 0.1790 -0.0533 1.0398  1.1945
P1 -0.0871 2.6412 1.2899  0.7869
P2 -0.0161 -2.4275 -1.4882  1.0948
N1 -0.7483 -0.3347 -1.2910  -0.5151
H1 -0.3058 1.1605 2.4463  -0.3312
C1 0.6882 4.0640 0.3552  -1.4094
H2 0.5514 5.0101 0.9180  0.3885
H3 0.2454 4.1868 -0.6482  0.3624
H4 1.7700 3.8943 0.2239  0.3174
C2 0.2153 3.1653 3.0158  -1.1627
H5 0.2397 4.2636 3.0695  0.4630
H6 1.1899 2.7583 3.3206  0.2870
H7 -0.5804 2.7600 3.6605  0.2072
C3 -1.8519 3.0332 1.0585  -0.9856
H8 -2.0320 4.1191 1.1251  0.4038
H9 -2.4369 2.5256 1.8375  0.1934
H10 -2.2045 2.6775 0.0788  0.2069
C4 0.9908 -2.0646 -2.9744  -1.2664
H11 1.1219 -2.9709 -3.5827  0.4361
H12 1.9659 -1.6931 -2.6351  0.2921
H13 0.4540 -1.2905 -3.5298  0.3093
C5 0.9258 -3.9033 -0.8088  -0.8984
H14 1.1899 -4.6063 -1.6261  0.4430
H15 0.3030 -4.4321 -0.0629  0.2530
H16 1.8612 -3.5510 -0.3343  0.1631
C6 -1.4987 -3.2082 -2.2319  -1.2365
H17 -1.2155 -4.0624 -2.8705  0.4190
H18 -1.9943 -2.4330 -2.8339  0.3238
H19 -2.1812 -3.5405 -1.4368  0.3107
C7 -1.9065 0.2560 -1.7182  -0.4333
C8 -3.2675 1.4190 -3.3460  -0.5288
C9 -2.0215 1.0707 -2.8757  -0.4373
C10 -3.1202 -0.0160 -0.9444  0.7277
C11 -4.3704 0.3211 -1.4829  -0.8313
C12 -4.4273 1.0561 -2.6835  -0.3820
H20 -3.3444 2.0077 -4.2565  0.3707
H21 -1.0995 1.3469 -3.3586  0.4725
H22 -3.0254 -0.5578 0.0326  0.1035
H23 -5.2634 0.0095 -0.9069  0.3889
H24 -5.3974 1.3373 -3.0458  0.4021
C13 3.7744 -0.9439 0.4413  0.8019
O1 3.5352 -1.5347 -0.6457  -0.5795
C14 3.9403 0.6120 0.3133  -0.9723
H25 4.2375 0.9201 1.3038  0.3603
H26 3.0131 1.1432 0.1203  0.0572
H27 4.6470 0.8793 -0.4312  0.3951
C15 3.6062 -1.5635 1.6947  -0.7982
H28 4.1534 -2.5172 1.7579  0.3442
H29 2.6063 -1.7765 2.0109  -0.0592
H30 3.9738 -0.8574 2.4434  0.3782
C16 -0.2876 -4.1896 3.1146  -0.9256
Si1 -1.8481 -3.2098 2.7750  -0.4265
C17 -2.5899 -3.6717 1.1204  -0.6139
C18 -3.1090 -3.5283 4.1237  -1.0985
N2 -1.4216 -1.5178 2.7466  0.3009
C19 -1.4526 -0.6040 3.7469  -0.7247
C20 -2.5386 0.3143 3.8645  -0.2817
C21 -2.5902 1.2025 4.9376  -0.5525
C22 -1.5467 1.2630 5.8575  -0.4362
C23 -0.4155 0.4499 5.6993  -0.5161
C24 -0.3429 -0.4543 4.6512  0.2349
H31 -0.5193 -5.2612 3.1919  0.3376
H32 0.1526 -3.8727 4.0687  0.3131
H33 0.4688 -4.0547 2.3316  0.1729
H34 -3.4343 -4.3583 1.2696  0.5113
H35 -2.9725 -2.7895 0.5972  -0.0369
H36 -1.8690 -4.1848 0.4760  0.1453
H37 -2.7419 -3.1853 5.0969  0.2996
H38 -4.0491 -3.0049 3.9167  0.2947
H39 -3.3348 -4.5981 4.2096  0.3976
H40 -3.3242 0.2623 3.1128  0.4421
H41 -3.4668 1.8378 5.0550  0.3500
H42 -1.6039 1.9456 6.7106  0.3142
H43 0.4227 0.5222 6.4000  0.3538
H44 0.5368 -1.0830 4.4866  0.3138

Cartesian forces, eV/Å:
0.00 -1.09 0.30
0.68 1.47 -1.40
-0.77 0.16 -1.54
1.91 0.67 1.34
-0.76 -1.45 0.01
-0.06 0.71 0.15
0.09 -0.31 -0.43
0.10 -0.17 0.37
-0.39 0.00 0.11
0.13 0.26 0.05
0.02 -0.26 0.07
-0.28 0.12 0.14
0.43 0.19 -0.13
-0.52 -0.03 0.04
0.12 -0.37 0.04
0.11 0.10 -0.17
0.14 0.12 0.24
-0.04 0.15 0.46
-0.04 0.22 0.21
-0.17 0.00 -0.20
0.24 -0.12 0.01
-0.09 0.22 0.71
-0.31 0.56 0.24
0.37 0.29 -0.33
-0.48 -0.13 -0.23
0.02 0.03 0.10
-0.10 0.32 0.24
0.05 -0.28 0.12
0.19 0.12 -0.41
-2.17 -1.51 1.07
-0.09 0.74 -0.30
0.38 -1.15 0.71
0.33 0.01 -0.86
0.63 -0.07 0.68
-0.17 -0.78 1.06
0.01 -0.02 0.13
0.07 0.04 -0.34
-0.02 0.48 -1.06
0.45 0.45 -0.65
-0.20 0.12 -0.34
-2.35 1.56 -6.77
1.01 0.66 2.55
-0.11 -1.60 1.83
0.50 0.69 0.17
-0.41 -0.44 -0.25
0.70 0.10 -0.62
1.52 -0.88 3.17
-0.09 0.33 -0.03
-0.95 -0.08 -0.38
0.19 -0.44 0.34
-0.08 -0.62 0.07
0.61 2.40 0.38
-0.17 -0.41 -0.17
-0.07 -0.26 0.10
-0.06 -0.86 -1.36
0.16 0.21 0.63
0.67 -0.33 0.65
-0.01 -0.23 -0.34
0.27 0.16 0.47
-0.05 0.13 0.00
-0.98 0.03 -0.36
0.22 0.04 -0.01
-0.11 -0.01 -0.16
-0.13 0.03 0.08
0.13 0.06 -0.08
0.10 -0.07 0.11
-0.10 0.03 0.07
-0.02 0.00 -0.12
0.13 -0.02 0.00
-0.01 0.08 0.02
0.06 -0.02 0.19
0.19 0.00 0.02
0.01 -0.20 -0.33
-0.33 0.06 -0.18
-0.30 0.12 0.13


Below is 2 unconnected molecules or ions with the total composition C6H16NO, with properties calculated with ωB97M-V/def2-TZVPD.

Calculated values
Calculated total energy = -10011.4204 eV
Highest occupied orbital energy = -12.292 eV
Kohn-Sham gap = 9.04 eV
Multiplicity = 1
Energy relative to the best compared isomer or geometry (same formula, charge and spin) = 43.6 kcal/mol
Net charge = +1

Each line ends with the natural charge from an NBO analysis.
Geometry (Å):
C1 -0.5090 -0.7266 1.9199  -0.2550
C2 0.8073 -1.2547 1.4697  -0.4284
C3 1.4107 -0.5678 0.1974  -0.4287
C4 -0.2450 -0.4134 -3.2430  -0.6644
C5 0.4443 0.0503 -2.0397  -0.1531
C6 0.4260 -0.7853 -0.9721  -0.2372
N1 -0.4404 0.7161 2.2644  -0.7098
H1 -1.1606 -0.9079 1.0244  0.2473
H2 -0.9449 -1.3179 2.7549  0.2428
H3 1.6259 -1.1381 2.2747  0.2211
H4 0.7445 -2.3724 1.1441  0.2480
H5 1.4551 0.5173 0.4412  0.1764
H6 2.4360 -0.8653 -0.0533  0.2460
H7 -0.1223 0.3493 -3.9940  0.2215
H8 0.3137 -1.3487 -3.6201  0.2336
H9 -1.3406 -0.7214 -3.1701  0.2312
H10 1.0588 0.9089 -2.1676  0.2095
H11 -0.0852 -1.7387 -0.9100  0.2002
H12 0.3228 1.1476 2.7515  0.4367
H13 -1.1623 0.9333 2.9797  0.4431
H14 -0.5594 1.3334 1.4049  0.4910
H15 -2.2192 2.3857 -0.3117  0.5079
H16 -0.8865 3.2286 -0.3703  0.5057
O1 -1.3697 2.5879 0.2253  -0.9853

Cartesian forces, eV/Å:
-0.39 -1.74 -0.77
3.69 -1.70 -0.25
-2.03 0.92 0.49
-0.67 -1.72 -1.90
-1.09 -2.97 1.78
2.36 2.16 0.22
-1.98 1.59 -0.13
-0.01 0.95 0.97
0.45 0.68 -0.38
-1.39 -0.56 -0.83
-0.18 1.78 1.19
0.25 -0.36 -0.44
-0.36 -0.32 0.33
-0.38 0.04 -0.65
-0.90 1.38 0.32
1.43 0.59 0.17
0.49 0.61 0.56
-0.34 0.07 -0.57
1.68 -0.76 0.13
-0.26 -0.04 -1.10
-0.53 -0.44 0.68
2.07 0.42 1.37
-0.68 -1.00 1.00
-1.23 0.40 -2.19


Below is 2 unconnected molecules or ions with the total composition C3H4N4O, with properties calculated with ωB97M-V/def2-TZVPD.

Calculated values
Calculated total energy = -11179.0396 eV
Highest occupied orbital energy = -8.484 eV
Kohn-Sham gap = 7.70 eV
Multiplicity = 1
Energy relative to the best compared isomer or geometry (same formula, charge and spin) = 113.7 kcal/mol

Each line ends with the natural charge from an NBO analysis.
Geometry (Å):
C1 0.8513 -0.0368 -0.1159  0.3322
C2 0.1524 1.1625 -0.0734  -0.0385
C3 -1.3694 -0.5313 -0.1147  0.6452
H1 3.7899 -0.8621 0.1555  0.3165
H2 0.4931 2.1455 -0.2361  0.2297
H3 -1.9621 1.5941 0.8049  0.4029
H4 -3.2584 -0.8666 0.0744  0.3472
N1 2.8081 -1.0396 0.0316  -0.3301
N2 2.1752 -0.0002 -0.1471  -0.1737
N3 -1.2117 0.8277 -0.1647  -0.5822
N4 -2.3794 -1.3568 -0.0413  -0.7091
O1 -0.0890 -1.0364 -0.1731  -0.4402

Cartesian forces, eV/Å:
-4.53 3.61 -0.51
-0.09 -3.17 -0.68
-1.27 -2.62 0.64
0.72 0.67 -0.43
0.37 0.84 0.25
2.57 -3.11 -3.85
0.00 0.23 -0.19
-0.80 -1.86 0.31
2.45 0.31 0.52
-2.55 4.93 3.96
2.44 1.84 -0.05
0.69 -1.68 0.02


Below is a gas-phase ion, C16H32N (charge +1), with properties calculated with ωB97M-V/def2-TZVPD.

Calculated values
Calculated total energy = -18593.9303 eV
Highest occupied orbital energy = -12.985 eV
Kohn-Sham gap = 10.58 eV
Multiplicity = 1
Energy relative to the best compared isomer or geometry (same formula, charge and spin) = 1.2 kcal/mol
Net charge = +1

Each line ends with the natural charge from an NBO analysis.
Geometry (Å):
C1 -0.0212 -2.9686 0.5712  -0.7054
C2 -1.2938 -2.3033 0.6370  0.1363
C3 -2.3574 -1.7490 0.6927  -0.1444
C4 -3.6307 -1.0655 0.8046  -0.2780
N1 -3.8938 -0.1523 -0.3559  -0.1979
C5 -5.1089 0.6331 -0.0892  -0.4170
C6 -4.1032 -0.9818 -1.5573  -0.4180
C7 -2.7258 0.7441 -0.6080  -0.2261
C8 -2.3573 1.7035 0.5218  -0.4257
C9 -0.9558 2.2832 0.2893  -0.3873
C10 0.1582 1.2719 0.5550  -0.3977
C11 1.5418 1.9077 0.4277  -0.3876
C12 2.6756 0.9202 0.7115  -0.3976
C13 2.8963 -0.0839 -0.4191  -0.3969
C14 3.9095 -1.1747 -0.0654  -0.3879
C15 5.3282 -0.6729 0.2082  -0.3965
C16 5.9672 0.0146 -0.9922  -0.6098
H1 0.1651 -3.3295 -0.4394  0.2551
H2 0.7746 -2.2832 0.8595  0.2537
H3 -0.0201 -3.8180 1.2522  0.2625
H4 -3.6510 -0.4794 1.7266  0.2529
H5 -4.4421 -1.7981 0.8494  0.2510
H6 -5.9613 -0.0298 0.0521  0.2351
H7 -5.3159 1.2941 -0.9292  0.2377
H8 -4.9833 1.2351 0.8081  0.2394
H9 -4.2498 -0.3520 -2.4326  0.2358
H10 -3.2349 -1.6197 -1.7176  0.2496
H11 -4.9813 -1.6132 -1.4307  0.2321
H12 -1.8729 0.0938 -0.8082  0.2476
H13 -2.9406 1.3218 -1.5093  0.2274
H14 -3.0736 2.5245 0.5726  0.2191
H15 -2.3455 1.1920 1.4842  0.2105
H16 -0.8229 3.1304 0.9630  0.2245
H17 -0.8770 2.6619 -0.7312  0.2047
H18 0.0442 0.8686 1.5641  0.1990
H19 0.0849 0.4384 -0.1453  0.1860
H20 1.6630 2.3181 -0.5769  0.2000
H21 1.6100 2.7373 1.1339  0.2071
H22 2.4633 0.3859 1.6411  0.1922
H23 3.5938 1.4877 0.8615  0.2137
H24 1.9496 -0.5718 -0.6674  0.1817
H25 3.2272 0.4474 -1.3121  0.2043
H26 3.9482 -1.8904 -0.8906  0.2006
H27 3.5571 -1.7114 0.8204  0.1921
H28 5.3226 0.0087 1.0601  0.1955
H29 5.9396 -1.5340 0.4869  0.2079
H30 5.9343 -0.6335 -1.8654  0.2031
H31 7.0075 0.2470 -0.7794  0.2189
H32 5.4586 0.9449 -1.2321  0.1967

Cartesian forces, eV/Å:
0.41 -0.20 0.00
-0.75 0.37 0.00
0.28 -0.13 -0.04
0.11 -0.42 0.69
0.03 -0.04 -0.06
-0.72 0.48 0.23
-0.10 -0.56 -0.78
0.83 0.62 0.05
-0.04 0.05 -0.14
-0.04 -0.32 0.13
0.11 0.36 -0.17
0.00 -0.29 0.19
-0.07 0.12 -0.36
0.09 -0.12 0.31
0.03 0.14 -0.04
-0.08 -0.09 -0.15
-0.04 -0.07 0.25
0.07 -0.03 0.01
0.10 -0.03 -0.01
0.09 -0.05 0.00
-0.14 0.05 -0.19
-0.06 0.23 -0.07
0.11 -0.10 -0.02
0.11 -0.07 -0.04
0.11 -0.07 -0.02
0.02 0.12 0.13
0.01 0.11 0.10
0.00 0.07 0.14
-0.22 -0.03 -0.07
-0.13 -0.16 -0.01
-0.09 -0.06 0.06
-0.08 -0.03 0.09
-0.03 0.07 -0.05
0.02 0.12 -0.06
-0.03 -0.09 0.05
-0.02 -0.14 0.02
0.02 0.10 -0.05
-0.03 0.10 -0.04
0.06 -0.02 0.11
0.07 -0.02 0.11
-0.05 0.02 -0.09
-0.06 0.04 -0.11
0.00 -0.10 0.03
-0.06 -0.09 -0.01
0.05 -0.03 0.09
0.01 0.05 0.10
0.01 -0.03 -0.14
0.09 0.07 -0.06
-0.02 0.12 -0.10